{"formula": "C22H21AgF8OSbTe", "method": "the ωB97M-V functional and the def2-TZVPD basis", "total_charge": -1, "species": ["Ag", "F", "Te", "F", "F", "F", "F", "O", "C", "C", "C", "C", "C", "C", "C", "Sb", "C", "C", "C", "C", "C", "C", "C", "C", "C", "C", "C", "C", "C", "C", "H", "H", "H", "H", "H", "H", "H", "H", "H", "H", "H", "H", "H", "H", "H", "H", "H", "H", "H", "H", "H", "F", "C", "F", "F"], "coordinates": [[-3.27030, 0.94916, 1.15018], [-4.83271, -3.09880, 1.53014], [-4.41360, -1.63151, 0.42943], [-4.00554, -2.82261, -0.97711], [-4.53073, -0.21160, -0.85761], [-5.35602, -0.51053, 1.65525], [-6.17788, -1.91704, -0.19012], [-2.77761, -1.30433, 0.97420], [2.75355, 0.18402, 3.05345], [3.12149, 0.02113, 1.60123], [4.46083, -0.07060, 1.22720], [4.82455, -0.20371, -0.10365], [3.84509, -0.24571, -1.08464], [2.51111, -0.15833, -0.71756], [2.13534, -0.02356, 0.61588], [-0.02580, 0.01992, 1.01725], [-0.36404, 1.59186, -0.48048], [-1.51073, 1.51116, -1.27313], [-1.85792, 2.50998, -2.16907], [-1.06173, 3.63588, -2.26908], [0.04865, 3.75385, -1.45209], [0.40394, 2.76369, -0.53726], [1.57165, 3.04952, 0.37166], [0.08559, -1.94358, 0.04102], [0.73472, -2.83852, 0.88924], [0.91374, -4.16823, 0.54963], [0.40974, -4.63369, -0.65473], [-0.23185, -3.75272, -1.50756], [-0.38949, -2.40308, -1.18862], [-1.04778, -1.50243, -2.19454], [3.64178, 0.23884, 3.68318], [2.14171, -0.65281, 3.39717], [2.16655, 1.09289, 3.20586], [5.23154, -0.03481, 1.99001], [5.87170, -0.27662, -0.37269], [4.11878, -0.34759, -2.12798], [1.74721, -0.18651, -1.48728], [-2.11868, 0.61418, -1.25769], [-2.74373, 2.40223, -2.78266], [-1.32135, 4.43577, -2.95152], [0.64749, 4.65748, -1.49414], [1.68415, 4.12666, 0.49825], [2.49960, 2.65313, -0.04258], [1.41850, 2.60918, 1.35525], [1.12229, -2.48537, 1.84176], [1.44154, -4.83586, 1.21999], [0.52198, -5.67501, -0.93088], [-0.62422, -4.11465, -2.45170], [-0.99515, -1.93602, -3.19335], [-0.57008, -0.52622, -2.21113], [-2.10298, -1.36930, -1.95160], [-1.28113, 2.77609, 2.34014], [-2.63753, 2.89795, 1.99460], [-2.63871, 3.97484, 1.13688], [-3.18753, 3.41193, 3.14360]]}

{"formula": "C13H19N", "method": "the ωB97M-V functional and the def2-TZVPD basis", "smiles": "Cc1c[nH]c2ccccc12.CC(C)C", "species": ["C", "C", "C", "N", "C", "C", "C", "C", "C", "C", "H", "H", "H", "H", "H", "H", "H", "H", "H", "C", "C", "C", "C", "H", "H", "H", "H", "H", "H", "H", "H", "H", "H"], "coordinates": [[4.27684, 1.00576, 0.94280], [3.58115, 0.10654, -0.00257], [3.39264, 0.40234, -1.32674], [2.60162, -0.56505, -1.90184], [2.25094, -1.46523, -0.93133], [1.50240, -2.62582, -1.10720], [1.20714, -3.33440, 0.02000], [1.74964, -2.98099, 1.28170], [2.49456, -1.82499, 1.45704], [2.71307, -1.01597, 0.32109], [4.51354, 2.00780, 0.56438], [5.33958, 0.73184, 1.10079], [3.85645, 1.09281, 1.94302], [3.93795, 1.16162, -1.86183], [2.36176, -0.60995, -2.87579], [1.16760, -2.93063, -2.09173], [0.68462, -4.28216, -0.00066], [1.67429, -3.62974, 2.14306], [2.82072, -1.50819, 2.43752], [-4.17131, 2.66349, -0.78042], [-3.75779, 1.22711, -0.38735], [-2.33281, 1.26795, 0.25489], [-4.69288, 0.53207, 0.60771], [-4.38771, 3.28733, 0.08630], [-5.00123, 2.73833, -1.47238], [-3.21828, 3.07371, -1.10161], [-3.62025, 0.60617, -1.27294], [-2.36474, 1.89417, 1.15141], [-2.03760, 0.25214, 0.49587], [-1.66981, 1.78835, -0.42967], [-5.50344, 1.12938, 1.02465], [-5.23095, -0.34936, 0.24066], [-4.13773, 0.15355, 1.47115]]}

{"formula": "C7H12FN", "method": "the ωB97M-V functional and the def2-TZVPD basis", "species": ["C", "C", "C", "C", "C", "C", "C", "N", "F", "H", "H", "H", "H", "H", "H", "H", "H", "H", "H", "H", "H"], "coordinates": [[-0.63458, -0.87498, -0.18932], [0.74071, -0.38346, -0.28751], [1.14771, 0.60113, 0.52470], [-1.72502, 1.22929, 0.47473], [1.82654, -1.02143, -1.17578], [2.46040, 1.33712, 0.46339], [-2.93369, -0.88075, 0.41549], [-1.70322, -0.14892, 0.18681], [-0.85177, 1.95913, -0.31628], [-0.81928, -1.95561, -0.25276], [0.55697, 0.80638, 1.34806], [-2.71869, 1.77364, 0.26691], [1.54798, -2.15832, -1.20499], [2.74918, -0.79273, -0.68276], [1.71240, -0.56592, -2.19907], [3.07961, 1.07633, -0.42209], [3.07174, 0.94243, 1.16799], [2.37958, 2.40719, 0.56637], [-3.85123, -0.38451, 0.10118], [-2.83413, -1.76288, -0.16251], [-3.20123, -1.20308, 1.37746]]}

Number 1: energy -64774.0602 eV. Number 2: energy -15278.9022 eV. Number 3: energy -11656.8599 eV.